Below is C54H59F7O4 as an isolated structure in a non-equilibrium geometry, with properties calculated with ωB97M-V/def2-TZVPD.

The geometry in XYZ format:
```
124
Properties=species:S:1:pos:R:3:forces:R:3:lowdin_charge:R:1
F -1.241 2.101 -3.718 0.3815 1.3527 0.4410 0.1060
C -1.158 0.806 -3.934 -0.9358 -1.9748 -1.5396 -0.2393
C -1.225 0.396 -5.269 0.9615 -0.1475 0.1609 0.0235
C -1.188 -0.973 -5.600 -0.3191 0.7290 1.3435 -0.0131
C -1.210 -1.880 -4.537 -2.0170 0.4123 -2.6102 -0.1014
C -1.303 -1.442 -3.250 -1.8059 2.7276 -0.2443 -0.2011
C -1.223 -0.098 -2.893 -1.3151 0.5955 -2.4917 -0.0485
H -1.176 1.211 -5.975 -0.1946 -0.1810 -0.4181 0.1130
H -1.214 -1.341 -6.615 0.1076 0.1832 -0.0689 0.1100
H -1.297 -2.925 -4.796 0.1434 -0.0794 0.2431 0.1283
H -1.405 -2.193 -2.481 -0.5364 0.7969 -0.6169 0.0460
H -1.131 0.239 -1.871 -1.4830 0.2709 -3.0266 0.0505
F 4.421 -1.514 4.298 0.3795 -0.4917 -0.1802 0.0803
C 3.613 -0.473 4.103 -0.3928 1.0454 -0.1165 -0.2802
C 3.207 -0.101 2.832 1.8148 0.5244 0.9843 0.0500
C 2.402 1.016 2.627 1.7128 -1.7892 4.6354 0.0025
C 1.904 1.707 3.753 2.5159 -2.1431 3.1190 -0.0212
C 2.334 1.315 5.052 -0.3501 0.5642 -2.4402 -0.0075
C 3.214 0.264 5.185 -0.7079 -0.0309 1.6651 -0.0186
H 3.740 -0.529 1.996 -0.1929 -0.4412 0.3823 0.1345
H 2.110 1.224 1.609 3.4615 -0.6024 4.3016 0.0360
H 1.228 2.548 3.737 1.6615 -1.6009 1.3819 0.0466
H 1.960 1.884 5.891 0.0685 -0.1557 0.2122 0.1144
H 3.424 0.019 6.216 0.6119 -0.4980 -0.0776 0.1170
F 0.509 -4.061 -4.380 1.1242 1.0697 -0.2100 0.0030
C 1.222 -2.854 -4.232 -0.1707 -0.3160 0.9280 -0.2252
C 2.277 -2.513 -5.043 0.4023 -0.6461 -0.7937 -0.0308
C 2.993 -1.348 -4.814 -1.1344 1.1207 2.4061 -0.0443
C 2.561 -0.563 -3.692 0.5756 -0.3740 -2.4850 -0.0541
C 1.435 -0.846 -2.937 6.1554 -4.8395 -6.4772 -0.0656
C 0.801 -2.017 -3.194 1.9145 -2.4134 -0.9540 -0.0706
H 2.619 -3.120 -5.868 -0.3105 -0.4384 0.0020 0.1121
H 3.852 -1.061 -5.403 -0.0419 -0.0728 -0.1171 0.0952
H 3.050 0.377 -3.481 0.2473 -0.2156 -0.7388 0.0728
H 1.007 -0.222 -2.166 6.5488 -4.6587 -7.3039 -0.2581
H -0.108 -2.293 -2.679 2.9891 -0.9236 0.6258 0.0674
F 0.138 1.606 2.218 12.2050 6.5593 6.2268 -0.2815
C 1.048 2.509 1.869 -2.6738 7.9199 -0.6814 -0.3213
C 1.791 2.374 0.765 2.6553 5.7028 -4.2272 -0.1153
C 2.808 3.322 0.462 -1.6695 1.4166 1.4290 -0.0014
C 2.847 4.468 1.241 0.6881 0.2871 1.0568 -0.0583
C 2.089 4.646 2.426 -0.5939 -1.1783 -2.2240 0.0054
C 1.087 3.691 2.651 1.5382 2.2197 -1.4375 -0.0230
H 1.682 1.510 0.126 1.0169 3.0774 -0.3716 0.0764
H 3.505 3.268 -0.361 -0.3282 0.1458 0.1271 0.1010
H 3.556 5.246 1.001 0.2221 0.0351 -0.0872 0.0985
H 2.266 5.529 3.022 -0.3725 -0.1024 0.1804 0.1102
H 0.435 3.811 3.504 1.0488 0.5755 -0.6838 0.0874
F 2.276 -3.885 -1.821 0.1332 -0.4494 2.0858 0.0545
C 2.135 -3.643 -0.447 -0.1662 -1.0341 -1.1419 -0.2617
C 1.577 -2.473 -0.105 -2.6397 1.4014 0.8301 -0.0937
C 1.528 -2.010 1.222 -1.5914 -4.1638 0.5886 -0.0514
C 2.013 -2.847 2.188 -0.2671 0.9786 0.1233 -0.0593
C 2.531 -4.071 1.848 -0.1208 -0.0082 1.6486 -0.0691
C 2.644 -4.462 0.550 0.3026 -1.3477 -1.4753 -0.0104
H 1.223 -1.757 -0.832 0.4345 -0.7658 -0.3097 0.1049
H 1.433 -0.957 1.441 -2.8176 -3.0889 1.3641 0.0460
H 2.062 -2.434 3.185 -0.1212 -0.5504 0.3140 0.1067
H 2.745 -4.650 2.735 0.7088 -0.7432 -0.4536 0.1140
H 3.109 -5.401 0.289 -0.0111 -0.1181 -0.0450 0.1205
F -0.826 4.443 5.014 -0.1957 -0.3520 -0.6292 0.0464
C -1.459 3.811 3.968 0.1865 -2.2910 0.0287 -0.2653
C -2.608 4.302 3.455 -2.9049 -0.6306 -0.5131 -0.0019
C -3.315 3.584 2.441 1.8460 -0.9684 1.3337 -0.0371
C -2.742 2.385 1.898 -0.9041 0.8440 1.7816 -0.0467
C -1.593 1.879 2.447 -5.7147 1.8776 2.0400 -0.0693
C -0.973 2.600 3.467 -3.0225 0.8184 3.1465 -0.0084
H -3.185 4.955 4.093 0.1340 0.8578 -0.3925 0.1171
H -4.284 3.947 2.131 0.1279 -0.0788 0.2382 0.0945
H -3.194 1.801 1.110 0.1206 0.3936 0.8305 0.0564
H -1.121 0.975 2.091 -4.9583 0.8457 1.0431 0.0776
H -0.071 2.096 3.780 -1.6838 0.8087 2.0181 0.1116
F -3.473 5.184 0.502 -0.1785 0.1632 -0.8207 0.0647
C -3.319 3.989 -0.095 1.5020 -0.6130 -1.3016 -0.3055
C -4.349 3.080 -0.145 -1.0638 -0.4759 -1.2229 -0.0442
C -4.126 1.805 -0.689 1.8328 0.0653 -0.6825 -0.0650
C -2.813 1.429 -1.054 -1.4276 0.6786 0.1802 -0.0747
C -1.770 2.335 -0.962 -0.7003 0.4397 -0.1960 -0.0655
C -2.025 3.630 -0.546 -0.7797 0.5396 0.0099 0.0392
H -5.322 3.310 0.263 -0.0607 0.2196 -0.0300 0.1270
H -4.805 0.965 -0.723 -0.7767 0.6233 0.0310 0.1072
H -2.583 0.431 -1.398 -1.1338 0.5670 0.3562 0.0878
H -0.772 1.986 -1.183 -0.1688 0.8015 -0.3266 0.1074
H -1.233 4.365 -0.559 0.0484 0.1126 0.3401 0.1288
C 3.710 -1.333 -0.491 1.3131 0.3503 0.4017 0.0412
C 2.881 -0.120 -0.192 -0.1395 -0.9529 -1.1802 -0.2745
O 2.152 -0.122 0.791 9.6950 0.3651 -6.8213 -0.2547
C 2.798 1.004 -1.202 3.1363 0.3001 -0.9719 -0.0048
H 4.754 -1.172 -0.223 0.3811 0.5137 -0.6479 0.1191
H 3.530 -1.573 -1.539 0.6122 -0.0785 -0.0584 0.1023
H 3.444 -2.193 0.123 0.8461 1.0096 -0.1137 0.0712
H 1.803 1.311 -1.525 1.1823 0.2596 0.1915 0.1292
H 3.407 0.780 -2.078 -0.2659 -0.4099 0.5354 0.0774
H 3.389 1.838 -0.825 -0.2973 -0.6617 -0.0197 0.0704
C 0.246 0.739 0.796 -5.3365 -5.7475 -6.0971 -0.1316
C -0.086 -0.011 -0.507 0.7601 -0.3150 4.6317 -0.2005
O 0.493 0.188 -1.560 -9.4952 10.1836 12.6780 0.0079
C -1.158 -1.053 -0.427 4.6771 8.5561 -1.4509 -0.2056
H 1.301 0.878 1.029 -6.5738 -2.2970 -1.0082 -0.0176
H -0.201 0.207 1.635 0.6160 -2.7045 -2.7878 0.1302
H -0.325 1.664 0.721 -0.5168 -1.0580 -2.9085 0.1382
H -1.623 -0.993 -1.411 1.1194 0.3875 1.7603 0.0803
H -1.911 -0.753 0.302 2.3777 2.1506 -1.1606 0.1007
H -0.770 -2.049 -0.214 3.8544 1.7475 0.6808 0.1428
C -3.937 -0.999 0.950 -0.2055 0.1199 1.3602 0.0327
C -2.726 -1.340 1.811 -0.9707 -2.0483 2.1575 -0.4055
O -1.828 -0.557 2.012 -1.6641 -1.7913 0.9346 0.0208
C -2.669 -2.738 2.488 0.5605 1.1352 -0.3207 0.0277
H -3.901 0.086 0.855 -0.2545 -0.4864 -0.5042 0.0584
H -4.855 -1.265 1.474 -0.0054 0.0285 0.3296 0.1047
H -3.936 -1.616 0.051 -0.1914 0.8329 0.3283 0.0752
H -3.498 -2.847 3.187 -0.2536 -0.4269 -0.4471 0.0839
H -1.753 -2.828 3.073 0.0599 0.3276 -0.0025 0.0819
H -2.553 -3.462 1.682 -0.7536 -0.3281 0.2462 0.0788
C -1.347 -4.083 -1.593 -0.2599 1.1158 -0.0438 0.0520
C -2.271 -2.930 -1.324 -2.5641 -2.1157 -0.2129 -0.4634
O -2.153 -2.229 -0.318 -10.2433 -13.5717 -0.3810 -0.1674
C -3.470 -2.738 -2.273 1.1896 -0.7011 1.6107 0.0523
H -1.995 -4.925 -1.348 0.8140 -0.5844 0.1534 0.1145
H -0.450 -3.877 -1.009 0.0014 -0.9575 0.3453 0.0902
H -1.038 -4.075 -2.638 -0.2320 -0.6076 -0.0785 0.0871
H -3.790 -3.777 -2.349 -0.8641 0.1895 -0.2837 0.1000
H -3.129 -2.354 -3.235 -0.9931 -0.0414 0.1825 0.0792
H -4.103 -2.101 -1.655 -0.6899 -0.0613 -1.0476 0.0843
```
Forces are in eV/Å.

The charge is 0. As for the spin multiplicity: 1. The orbital gap is 7.665 eV. The energy relative to the best compared isomer or geometry (same formula, charge and spin) is 1188.4 kcal/mol. As for the total energy: -3091.11419 hartree.